# 1
This record from the OMol25 dataset describes a molecular structure, C2F5NO4S. The level of theory is ωB97M-V with the def2-TZVPD basis set.

Results
LUMO energy = -1.8794 eV
Charge = 0
Electronic energy = -36172.452 eV
HOMO-LUMO gap = 9.44 eV
Energy above the lowest of the compared OMol25 structures with the same formula, charge and spin = 0.0 kcal per mole
Maximum force = 4.64 eV/A
HOMO = -11.3 eV

Last column: Löwdin charge in e.
Cartesian coordinates (Å):
C  0.32  -0.31  -0.44  -0.490
C  1.78  -0.47  0.17  -0.546
N  -2.16  -1.11  -0.35  0.171
O  -2.75  -1.85  0.28  0.222
O  -1.81  0.75  0.80  -0.267
O  -0.01  2.43  0.94  -0.268
O  -0.48  -1.21  0.00  -0.041
F  0.27  -0.03  -1.76  0.089
F  2.30  -1.60  -0.20  0.229
F  2.58  0.62  -0.02  0.147
F  1.66  -0.50  1.51  0.149
F  -1.06  1.96  -1.18  -0.176
S  -0.64  1.31  0.24  0.782

# 2
This record from the OMol25 dataset describes a single C6H7N molecule. The level of theory is ωB97M-V with the def2-TZVPD basis set.

Results
LUMO energy = 0.7969 eV
Charge = 0
Electronic energy = -7820.672 eV
HOMO-LUMO gap = 10.18 eV
Energy above the lowest of the compared OMol25 structures with the same formula, charge and spin = 114.7 kcal per mole
Maximum force = 5.88 eV/A
HOMO = -9.4 eV
SMILES = [H]/N=C1/C[C@]1(C)C#C

Last column: Löwdin charge in e.
Cartesian coordinates (Å):
H  -2.23  1.50  0.61  0.030
N  -1.58  1.51  1.35  0.176
C  -0.60  0.87  0.83  -0.318
C  0.82  0.57  1.23  0.035
C  0.14  0.05  -0.08  -0.418
C  0.04  -1.46  -0.18  -0.017
C  0.22  0.81  -1.36  -0.038
C  -0.08  1.73  -2.11  0.135
H  1.41  1.34  1.38  0.051
H  0.99  -0.32  1.83  0.109
H  -0.51  -1.62  -1.06  0.059
H  -0.50  -1.86  0.63  0.073
H  1.08  -1.88  -0.33  0.118
H  -0.16  2.61  -2.64  0.006

# 3
This record from the OMol25 dataset describes 2 unconnected molecules or ions with the total composition C2H6SSi. The level of theory is ωB97M-V with the def2-TZVPD basis set.

Results
LUMO energy (spin up / spin down) = -0.5548 / -2.5806 eV
Charge = 0
Electronic energy = -20879.134 eV
HOMO-LUMO gap (spin up / spin down) = 9.45 / 4.31 eV
Energy above the lowest of the compared OMol25 structures with the same formula, charge and spin = 127.1 kcal per mole
Maximum force = 4.33 eV/A
HOMO (spin up / spin down) = -10.0 / -6.9 eV

Last column: Löwdin charge in e.
Cartesian coordinates (Å):
C  -0.67  -1.75  -0.16  -0.080
C  0.13  -0.71  -0.56  -0.394
Si  1.06  0.24  0.76  0.686
S  -0.54  3.23  -1.01  0.291
H  -1.38  -2.22  -0.75  0.033
H  -0.35  -2.06  0.76  -0.006
H  -0.08  -0.37  -1.58  0.033
H  1.59  1.57  1.06  -0.134
H  1.67  -0.78  1.59  -0.116
H  -1.43  2.83  -0.10  -0.314

# 4
This record from the OMol25 dataset describes a gas-phase ion, CH2FO4S (charge -1). The level of theory is ωB97M-V with the def2-TZVPD basis set.

Results
LUMO energy = 4.0136 eV
Charge = -1
Electronic energy = -22809.477 eV
HOMO-LUMO gap = 9.05 eV
Energy above the lowest of the compared OMol25 structures with the same formula, charge and spin = 108.8 kcal per mole
Maximum force = 4.06 eV/A
HOMO = -5.0 eV
SMILES = O=S(=O)([O-])COF

Last column: Löwdin charge in e.
Cartesian coordinates (Å):
O  -2.14  -0.93  1.17  -0.367
S  -1.47  0.36  1.27  0.338
O  -2.15  1.49  0.69  -0.376
O  -1.05  0.60  2.61  -0.352
C  0.10  0.09  0.24  -0.106
O  0.33  -1.31  0.99  -0.146
F  1.67  -1.70  0.77  -0.146
H  0.07  0.03  -0.86  0.095
H  0.66  0.89  0.67  0.060

# 5
This record from the OMol25 dataset describes a gas-phase ion, C2H8N4O (charge +2). The level of theory is ωB97M-V with the def2-TZVPD basis set.

Results
LUMO energy = -10.9148 eV
Charge = +2
Electronic energy = -10188.531 eV
HOMO-LUMO gap = 9.07 eV
Energy above the lowest of the compared OMol25 structures with the same formula, charge and spin = 98.3 kcal per mole
Maximum force = 6.00 eV/A
HOMO = -20.0 eV

Last column: Löwdin charge in e.
Cartesian coordinates (Å):
C  0.27  0.33  1.40  -0.033
C  -0.79  0.15  -1.06  -0.408
N  -1.07  -0.66  -0.04  0.227
N  0.79  0.96  0.44  0.143
N  0.47  -0.03  2.62  0.258
N  0.18  -0.66  -1.96  0.284
O  0.01  1.22  -0.74  0.030
H  -1.51  0.56  -1.65  0.164
H  -1.98  -0.77  0.48  0.159
H  1.36  1.83  0.59  0.239
H  -0.20  -0.65  3.08  0.174
H  1.30  0.17  3.27  0.227
H  -0.13  -0.50  -2.89  0.167
H  0.21  -1.70  -1.74  0.207
H  1.10  -0.25  -1.80  0.163

# 6
This record from the OMol25 dataset describes a single C19H22N6O6S molecule. The level of theory is ωB97M-V with the def2-TZVPD basis set.

Results
LUMO energy = -0.3633 eV
Charge = 0
Electronic energy = -52120.444 eV
HOMO-LUMO gap = 7.64 eV
Energy above the lowest of the compared OMol25 structures with the same formula, charge and spin = 3.7 kcal per mole
Maximum force = 1.38 eV/A
HOMO = -8.0 eV
SMILES = Cc1c(C(=O)Nc2c(N)nc(SCC(=O)NC[C@H]3CCCO3)[nH]c2=O)cccc1[N+](=O)[O-]

Last column: Löwdin charge in e.
Cartesian coordinates (Å):
C  -2.56  3.32  2.40  -0.021
C  -3.77  2.61  1.88  -0.117
C  -3.70  1.81  0.73  -0.085
C  -2.40  1.55  0.02  -0.418
O  -2.29  1.77  -1.18  0.058
N  -1.46  1.02  0.81  0.159
C  -0.13  0.62  0.59  -0.076
C  0.54  0.43  -0.61  -0.276
N  0.00  0.53  -1.83  0.195
N  1.85  0.06  -0.60  0.114
C  2.46  -0.15  0.51  -0.621
S  4.14  -0.65  0.43  0.994
C  4.39  -0.42  -1.36  -0.348
C  3.36  -1.11  -2.24  -0.607
O  2.93  -0.58  -3.24  0.042
N  3.04  -2.36  -1.84  0.059
C  2.13  -3.21  -2.56  -0.108
C  2.87  -4.42  -3.16  -0.307
C  3.86  -4.03  -4.26  -0.120
C  5.05  -4.94  -3.99  -0.149
C  5.00  -5.06  -2.47  -0.203
O  3.62  -5.08  -2.14  -0.107
N  1.88  -0.04  1.72  0.146
C  0.54  0.37  1.84  -0.412
O  0.02  0.48  2.94  0.044
C  -4.83  1.24  0.17  0.003
C  -6.08  1.42  0.75  -0.049
C  -6.18  2.18  1.90  0.009
C  -5.04  2.76  2.45  -0.097
N  -5.25  3.54  3.65  -0.351
O  -4.33  3.68  4.42  0.086
O  -6.36  3.99  3.83  0.081
H  -2.12  2.76  3.23  0.098
H  -1.81  3.43  1.62  0.090
H  -2.82  4.30  2.79  0.087
H  -1.67  0.93  1.80  0.134
H  0.64  0.46  -2.61  0.104
H  -0.90  1.00  -1.92  0.071
H  4.38  0.65  -1.57  0.091
H  5.39  -0.81  -1.56  0.087
H  3.47  -2.76  -1.02  0.116
H  1.68  -2.62  -3.36  0.130
H  1.35  -3.56  -1.88  0.128
H  2.12  -5.13  -3.53  0.148
H  3.43  -4.17  -5.25  0.118
H  4.14  -2.98  -4.15  0.109
H  4.90  -5.92  -4.45  0.114
H  6.00  -4.52  -4.34  0.112
H  5.49  -4.20  -2.00  0.114
H  5.44  -5.98  -2.09  0.121
H  2.38  -0.22  2.58  0.156
H  -4.73  0.66  -0.73  0.125
H  -6.95  0.97  0.32  0.110
H  -7.13  2.33  2.39  0.121

# 7
This record from the OMol25 dataset describes a single C5H12BNO molecule. The level of theory is ωB97M-V with the def2-TZVPD basis set.

Results
LUMO energy = 0.4695 eV
Charge = 0
Electronic energy = -9594.013 eV
HOMO-LUMO gap = 10.31 eV
Energy above the lowest of the compared OMol25 structures with the same formula, charge and spin = 13.8 kcal per mole
Maximum force = 4.21 eV/A
HOMO = -9.8 eV
SMILES = CCC(=O)NB(C)C

Last column: Löwdin charge in e.
Cartesian coordinates (Å):
C  0.05  2.88  0.25  -0.149
C  -1.01  2.09  -0.36  -0.238
C  -0.73  0.70  -0.92  -0.430
O  -1.17  0.21  -1.90  0.127
N  -0.03  -0.02  0.14  0.176
B  0.46  -1.32  0.16  -0.444
C  0.52  -2.09  -1.17  -0.041
C  0.62  -2.31  1.49  -0.019
H  1.20  2.64  -0.14  0.142
H  -0.07  3.97  -0.08  0.092
H  -0.06  2.77  1.38  0.087
H  -1.71  1.88  0.44  0.118
H  -1.65  2.66  -1.10  0.138
H  0.03  0.56  1.00  0.128
H  0.90  -3.13  -1.01  0.071
H  1.23  -1.72  -1.87  0.048
H  -0.49  -2.14  -1.67  0.091
H  1.64  -2.58  1.58  0.032
H  -0.05  -3.18  1.42  0.071
H  0.34  -1.86  2.37  0.003

# 8
This record from the OMol25 dataset describes a molecular structure, C18H54N10O6P3Ti. The level of theory is ωB97M-V with the def2-TZVPD basis set.

Results
Spin multiplicity = 4
LUMO energy (spin up / spin down) = 0.4803 / 0.4530 eV
Charge = 0
Electronic energy = -97709.625 eV
HOMO-LUMO gap (spin up / spin down) = 3.25 / 8.61 eV
Energy above the lowest of the compared OMol25 structures with the same formula, charge and spin = 0.0 kcal per mole
Maximum force = 2.13 eV/A
Expectation value of S² = 3.753
HOMO (spin up / spin down) = -2.8 / -8.2 eV

Last column: Löwdin charge in e.
Cartesian coordinates (Å):
Ti  -0.14  1.50  -0.70  0.682
N  0.99  3.49  -2.34  -0.594
O  0.00  2.76  -2.68  -0.159
O  1.29  3.48  -1.11  -0.115
O  1.57  4.22  -3.14  -0.003
O  -2.00  0.38  -0.51  -0.362
P  -3.37  -0.17  -0.65  0.587
N  -4.11  0.01  -2.15  -0.307
C  -4.41  1.35  -2.64  -0.103
C  -3.81  -0.94  -3.23  -0.101
N  -4.45  0.48  0.48  -0.281
C  -4.04  1.74  1.09  -0.124
C  -5.89  0.31  0.33  -0.118
N  -3.45  -1.83  -0.42  -0.304
C  -2.27  -2.51  0.06  -0.118
C  -4.62  -2.65  -0.64  -0.111
H  -5.25  1.29  -3.34  0.088
H  -3.56  1.81  -3.14  0.091
H  -4.79  2.03  -1.87  0.074
H  -4.73  -1.44  -3.56  0.082
H  -3.06  -1.66  -2.91  0.069
H  -3.42  -0.41  -4.10  0.084
H  -4.35  2.58  0.45  0.077
H  -4.43  1.87  2.10  0.081
H  -2.96  1.85  1.20  0.054
H  -6.09  -0.03  -0.68  0.059
H  -6.28  -0.39  1.07  0.081
H  -6.44  1.24  0.46  0.084
H  -1.72  -1.87  0.76  0.066
H  -2.46  -3.47  0.53  0.084
H  -1.50  -2.75  -0.69  0.074
H  -4.90  -3.08  0.33  0.087
H  -4.41  -3.47  -1.33  0.085
H  -5.45  -2.09  -1.05  0.064
O  1.60  0.11  -1.33  -0.332
P  2.23  -0.97  -2.12  0.580
N  3.87  -0.69  -2.32  -0.293
C  4.59  0.14  -1.36  -0.096
C  4.70  -1.60  -3.09  -0.115
N  1.66  -1.19  -3.68  -0.298
C  0.32  -1.78  -3.81  -0.099
C  2.00  -0.19  -4.70  -0.081
N  2.13  -2.52  -1.43  -0.284
C  2.21  -3.75  -2.23  -0.136
C  2.30  -2.76  0.00  -0.091
H  4.84  -0.42  -0.45  0.072
H  3.96  0.95  -1.02  0.074
H  5.51  0.51  -1.82  0.082
H  4.85  -2.60  -2.69  0.077
H  5.65  -1.13  -3.37  0.085
H  4.24  -1.66  -4.09  0.064
H  0.34  -2.81  -3.47  0.053
H  -0.45  -1.22  -3.28  0.071
H  0.06  -1.83  -4.87  0.085
H  1.60  0.79  -4.42  0.089
H  3.07  -0.13  -4.89  0.068
H  1.52  -0.47  -5.64  0.081
H  1.26  -4.28  -2.06  0.080
H  2.37  -3.55  -3.29  0.071
H  3.05  -4.35  -1.91  0.078
H  1.41  -2.51  0.59  0.078
H  3.08  -2.11  0.41  0.056
H  2.62  -3.78  0.18  0.080
O  0.23  1.56  1.72  -0.336
P  0.88  1.49  3.06  0.552
N  1.39  2.99  3.61  -0.301
C  1.93  3.17  4.95  -0.119
C  2.01  3.85  2.60  -0.096
N  2.20  0.45  3.03  -0.293
C  3.04  0.44  1.82  -0.101
C  2.86  -0.05  4.24  -0.111
N  -0.11  0.84  4.23  -0.297
C  -0.73  -0.46  3.93  -0.093
C  -1.00  1.73  4.97  -0.113
H  3.03  3.11  4.87  0.087
H  1.60  2.34  5.56  0.056
H  1.63  4.14  5.35  0.088
H  1.47  3.85  1.66  0.072
H  3.07  3.61  2.47  0.080
H  2.01  4.87  2.99  0.085
H  3.57  -0.52  1.85  0.069
H  2.40  0.44  0.94  0.049
H  3.70  1.31  1.80  0.084
H  2.48  0.38  5.16  0.061
H  2.79  -1.13  4.25  0.078
H  3.92  0.23  4.20  0.082
H  -1.37  -0.32  3.05  0.074
H  0.04  -1.14  3.58  0.073
H  -1.30  -0.86  4.76  0.082
H  -1.77  2.20  4.33  0.087
H  -0.50  2.54  5.49  0.061
H  -1.53  1.17  5.74  0.082